[1]
H13O6S | the ωB97M-V functional and the def2-TZVPD basis

Element x y z (Å)
S1 -1.021 1.532 -1.802
H1 -0.679 2.856 -1.878
H2 -1.037 2.246 0.355
H3 -0.183 2.881 1.669
O1 -0.796 2.256 1.279
H4 0.633 -2.541 0.695
H5 -0.673 -1.807 0.997
O2 -0.022 -2.402 1.388
H6 0.627 0.168 1.522
H7 1.101 -1.264 1.574
O3 1.443 -0.360 1.563
H8 0.010 -1.824 -1.851
H9 1.173 -0.879 -1.820
O4 0.869 -1.720 -2.258
H10 -1.738 -0.174 -0.351
H11 -2.850 -0.471 0.769
O5 -2.036 -0.753 0.352
H12 1.418 1.308 -1.199
H13 1.785 0.401 -0.021
O6 1.977 0.545 -0.983

Summary:
2S+1: 2
E_LUMO (spin up / spin down) (eV): -0.1926 / -3.9943
DFT total energy (Ha): -857.3442
Max |F| (eV Å⁻¹): 2.1
HOMO-LUMO gap (spin up / spin down) (eV): 10.871 / 7.034
Expectation value of S²: 0.75
HOMO level (spin up / spin down) (Ha): -0.407 / -0.405
Energy relative to the best compared isomer or geometry (same formula, charge and spin) (kcal/mol): 5.6



[2]
H13S7 | the ωB97M-V functional and the def2-TZVPD basis

Element x y z (Å)
S1 -1.126 1.748 1.368
H1 -0.165 1.012 1.948
S2 -1.144 0.009 -2.206
H2 -0.734 1.259 -2.439
H3 -1.359 0.234 -0.886
S3 -4.888 -2.377 -0.833
H4 -6.174 -2.373 -1.188
H5 -4.906 -1.426 0.107
S4 1.872 2.933 0.378
H6 1.902 4.058 1.100
H7 0.486 2.480 0.338
S5 -2.319 -0.805 4.566
H8 -1.869 -0.641 3.312
H9 -1.734 0.319 4.991
S6 2.829 1.493 -3.651
H10 4.087 1.718 -4.055
H11 2.729 2.734 -3.187
S7 4.620 -3.925 -0.303
H12 3.282 -4.025 -0.297
H13 4.613 -4.425 0.939

Summary:
E_LUMO (eV): 2.5940
DFT total energy (Ha): -2795.0895
Max |F| (eV Å⁻¹): 1.3
HOMO-LUMO gap (eV): 6.326
Total charge: -1
HOMO level (Ha): -0.137
Energy relative to the best compared isomer or geometry (same formula, charge and spin) (kcal/mol): 5.8



[3]
H14LiO7 | the ωB97M-V functional and the def2-TZVPD basis

Element x y z (Å)
Li1 0.399 -0.251 0.043
O1 0.900 1.686 -0.628
H1 1.725 1.997 -0.922
H2 0.248 2.020 -1.252
O2 0.971 -0.593 -1.990
H3 0.591 -1.213 -2.608
H4 1.088 0.275 -2.408
O3 0.352 -2.528 0.211
H5 -0.393 -2.792 0.753
H6 0.477 -3.176 -0.423
O4 -0.387 -0.188 2.073
H7 -1.320 0.025 2.144
H8 -0.162 -0.715 2.810
O5 2.357 -0.470 0.699
H9 2.698 0.342 0.382
H10 2.533 -0.489 1.639
O6 -1.622 0.075 -0.554
H11 -1.540 0.193 -1.518
H12 -2.426 -0.439 -0.414
O7 -1.913 2.191 0.954
H13 -2.812 2.461 0.778
H14 -1.758 1.596 0.227

Summary:
E_LUMO (eV): -3.5502
DFT total energy (Ha): -542.4754
Max |F| (eV Å⁻¹): 3.1
HOMO-LUMO gap (eV): 10.814
Total charge: +1
HOMO level (Ha): -0.528
Energy relative to the best compared isomer or geometry (same formula, charge and spin) (kcal/mol): 11.8